No. 1
Computed, not measured: a cluster of 2 separate species, CH4O3 in total, with ωB97M-V with the def2-TZVPD basis set.

Last column: Löwdin charge in e.
Atoms and positions in Å:
C -0.407 0.396 -1.821  -0.114
O -1.086 1.387 -2.047  -0.013
H -0.019 -0.216 -2.641  0.074
H -0.245 0.000 -0.788  0.051
O 0.335 -0.018 2.576  -0.055
O 0.196 -0.066 1.125  -0.132
H 0.184 -0.963 2.709  0.085
H 1.042 -0.520 0.888  0.104

Kohn-Sham gap: 10.53 eV
structure (SMILES): C=O.OO



No. 2
Computed, not measured: a structure of composition C25H38Br36ClInNO2, with ωB97M-V with the def2-TZVPD basis set.

Last column: Löwdin charge in e.
Atoms and positions in Å:
C -4.788 1.136 1.859  -0.126
C -4.629 2.253 0.827  -0.373
C -3.517 1.937 -0.183  -0.298
In -1.480 2.335 0.552  0.603
Cl -0.825 0.278 1.772  -0.033
C -0.088 2.722 -1.097  -0.257
C 0.536 4.134 -1.094  -0.265
C 1.796 4.312 -0.221  -0.369
C 1.514 4.673 1.243  -0.096
C 2.739 3.110 -0.228  -0.188
C 3.131 2.614 -1.634  -0.234
C 3.494 1.150 -1.684  -0.119
C 4.573 0.532 -1.158  -0.322
C 5.229 0.910 0.154  -0.073
C 5.166 -0.677 -1.872  -0.058
O -1.642 4.022 1.857  -0.307
N -1.045 3.885 3.020  -0.216
O -0.863 4.935 3.570  -0.090
H -5.656 1.316 2.501  0.065
H -3.889 1.079 2.478  0.056
H -4.950 0.173 1.367  0.065
H -4.410 3.196 1.336  0.084
H -5.582 2.396 0.299  0.086
H -3.548 0.896 -0.520  0.025
H -3.619 2.589 -1.059  0.028
H -0.748 2.646 -1.971  0.038
H 0.649 1.924 -1.208  0.013
H 0.774 4.434 -2.125  0.097
H -0.232 4.834 -0.749  0.064
H 2.357 5.149 -0.662  0.133
H 2.414 5.145 1.658  0.083
H 0.698 5.382 1.382  -0.046
H 1.350 3.781 1.852  0.074
H 3.649 3.422 0.298  0.094
H 2.317 2.274 0.339  0.123
H 2.296 2.795 -2.312  0.063
H 3.986 3.168 -2.027  -0.001
H 2.827 0.503 -2.248  -0.053
H 5.253 1.980 0.354  0.023
H 4.681 0.398 0.949  0.091
H 6.261 0.546 0.187  0.067
H 4.684 -1.623 -1.595  0.075
H 6.210 -0.772 -1.563  0.068
H 5.134 -0.534 -2.949  0.036
C -0.600 8.663 0.140  -1.628
Br -1.811 10.129 0.481  0.542
Br -0.987 7.132 1.224  0.729
Br -0.557 8.216 -1.735  0.556
H 0.389 9.011 0.401  -0.032
C 0.409 -3.001 1.185  -1.621
Br 1.478 -3.429 -0.363  0.542
Br -1.295 -3.878 1.083  0.545
Br 1.354 -3.397 2.815  0.524
H 0.203 -1.935 1.173  -0.123
C -5.042 -6.030 0.340  -1.629
Br -4.289 -5.581 -1.372  0.515
Br -4.293 -7.661 1.034  0.577
Br -4.856 -4.569 1.568  0.572
H -6.099 -6.201 0.193  -0.045
C 6.944 5.651 -1.555  -1.623
Br 7.352 6.259 0.225  0.576
Br 6.250 3.861 -1.550  0.689
Br 5.743 6.854 -2.458  0.572
H 7.871 5.646 -2.111  -0.031
C -6.935 -6.809 -4.352  -1.650
Br -8.150 -7.083 -5.818  0.568
Br -7.844 -6.935 -2.661  0.563
Br -5.433 -8.005 -4.449  0.561
H -6.552 -5.802 -4.436  -0.031
C 0.090 -2.083 -3.989  -1.594
Br -1.649 -2.096 -3.169  0.559
Br 1.271 -0.760 -3.260  0.674
Br 0.881 -3.838 -3.875  0.563
H -0.046 -1.859 -5.039  -0.057
C -0.743 -2.246 6.455  -1.649
Br -0.801 -1.210 8.080  0.549
Br -2.091 -3.629 6.465  0.533
Br -0.851 -1.154 4.889  0.572
H 0.214 -2.747 6.440  -0.099
C -6.406 -0.997 -2.478  -1.628
Br -6.812 -0.581 -4.313  0.570
Br -7.963 -1.613 -1.532  0.572
Br -4.962 -2.255 -2.344  0.513
H -6.078 -0.083 -2.003  -0.033
C 3.425 -4.629 6.635  -1.622
Br 2.109 -4.202 7.976  0.601
Br 2.830 -6.072 5.514  0.580
Br 3.894 -3.079 5.602  0.582
H 4.316 -4.963 7.148  -0.031
C 4.368 2.057 -6.061  -1.625
Br 2.614 2.107 -5.282  0.610
Br 5.543 3.352 -5.249  0.561
Br 5.116 0.285 -6.017  0.583
H 4.266 2.331 -7.101  -0.035
C 0.065 -6.133 10.640  -1.657
Br 0.198 -5.498 12.454  0.564
Br -0.562 -7.952 10.573  0.568
Br -1.006 -4.971 9.550  0.529
H 1.065 -6.127 10.227  -0.062
C -1.481 -4.239 -6.962  -1.656
Br -3.316 -3.677 -6.841  0.565
Br -1.330 -6.023 -7.661  0.573
Br -0.419 -2.990 -7.975  0.575
H -1.079 -4.255 -5.957  -0.094

Kohn-Sham gap: 6.76 eV
net charge: -1



No. 3
Computed, not measured: an isolated molecule of C25H28ClN5O4S, with ωB97M-V with the def2-TZVPD basis set.

Last column: Löwdin charge in e.
Atoms and positions in Å:
C -5.300 -3.800 0.926  -0.101
N -4.847 -2.441 0.726  -0.232
C -3.401 -2.333 0.803  -0.177
C -2.996 -0.861 0.728  -0.117
N -3.502 -0.285 -0.495  -0.040
C -2.761 0.155 -1.528  -0.418
O -3.236 0.602 -2.556  0.076
C -1.267 0.120 -1.303  -0.166
C -0.520 -0.948 -1.598  0.046
C 0.921 -1.001 -1.461  -0.155
C 1.629 -2.006 -0.869  -0.033
N 2.966 -1.691 -0.784  -0.079
S 3.958 -2.429 0.381  0.655
O 3.596 -3.806 0.399  -0.251
O 5.300 -2.054 0.093  -0.250
N 3.521 -1.752 1.821  -0.314
C 2.224 -2.146 2.322  -0.091
C 3.809 -0.342 1.941  -0.084
C 3.136 -0.439 -1.345  -0.193
C 4.292 0.307 -1.515  -0.014
C 4.174 1.526 -2.154  -0.084
C 2.945 1.980 -2.634  -0.092
C 1.795 1.235 -2.474  -0.024
C 1.879 0.018 -1.803  -0.121
N -0.762 1.328 -0.791  0.143
C 0.136 1.434 0.217  -0.447
O 0.598 0.484 0.822  0.086
C 0.547 2.843 0.510  -0.146
C 1.906 3.141 0.510  -0.011
C 2.348 4.424 0.771  -0.061
C 1.434 5.425 1.057  -0.072
C 0.080 5.142 1.088  -0.101
C -0.358 3.857 0.812  -0.586
Cl -2.061 3.525 0.894  0.730
C -4.937 -0.414 -0.621  -0.113
C -5.325 -1.888 -0.529  -0.177
H -6.388 -3.817 0.912  0.084
H -4.927 -4.492 0.155  0.089
H -4.959 -4.149 1.900  0.084
H -2.905 -2.889 -0.014  0.127
H -3.070 -2.752 1.756  0.124
H -3.448 -0.326 1.571  0.134
H -1.912 -0.761 0.780  0.114
H -1.019 -1.858 -1.903  0.131
H 1.298 -2.946 -0.472  0.133
H 2.216 -2.024 3.406  0.097
H 1.424 -1.539 1.885  0.073
H 2.083 -3.195 2.077  0.081
H 3.000 0.266 1.520  0.071
H 4.740 -0.149 1.416  0.080
H 3.928 -0.093 2.995  0.099
H 5.241 -0.070 -1.170  0.102
H 5.054 2.134 -2.301  0.102
H 2.898 2.929 -3.146  0.104
H 0.853 1.577 -2.875  0.116
H -1.208 2.169 -1.133  0.129
H 2.607 2.352 0.283  0.106
H 3.405 4.641 0.753  0.108
H 1.773 6.428 1.265  0.107
H -0.638 5.911 1.325  0.105
H -5.233 0.008 -1.582  0.124
H -5.416 0.142 0.192  0.132
H -6.412 -1.981 -0.558  0.123
H -4.905 -2.428 -1.398  0.132

Kohn-Sham gap: 8.51 eV
structure (SMILES): CN1CCN(C(=O)/C(=C/c2cn(S(=O)(=O)N(C)C)c3ccccc23)NC(=O)c2ccccc2Cl)CC1



No. 4
Computed, not measured: an isolated molecule of C6H9N, with ωB97M-V with the def2-TZVPD basis set.

Last column: Löwdin charge in e.
Atoms and positions in Å:
C -2.566 0.397 -0.146  -0.052
C -1.132 0.079 0.076  -0.335
C -0.595 -1.301 0.058  -0.136
N 0.702 -1.186 0.914  0.077
C 1.041 -0.027 0.332  -0.301
C 2.377 0.282 -0.247  -0.001
C -0.094 0.904 0.349  -0.042
H -3.195 -0.347 0.348  0.079
H -2.832 1.384 0.234  0.076
H -2.805 0.354 -1.212  0.084
H -0.353 -1.696 -0.933  0.058
H 1.350 -1.958 0.796  0.120
H 2.290 0.547 -1.303  0.099
H 2.797 1.151 0.270  0.094
H 3.086 -0.539 -0.136  0.080
H -0.069 1.954 0.601  0.099

Kohn-Sham gap (spin up / spin down): 6.29 / 6.30 eV
structure (SMILES): Cc1c[nH]c(C)c1